Record 1
Below is a cluster of 5 separate species, C4H16O4 in total in a non-equilibrium geometry, with properties calculated with wB97M-V/def2-TZVPD.

Calculated values
multiplicity = 2
ΔE to the lowest compared entry with this formula, charge and spin = 1.167 eV
LUMO (spin up / spin down) = 0.106 / 0.104 Ha
HOMO level (spin up / spin down) = 0.95 / -6.79 eV
total charge = -1
orbital gap (spin up / spin down) = 0.0707 / 0.3540 hartree

Geometry (Å):
C -2.32169 -1.23440 0.17110
C -1.51321 -1.73373 -1.01900
C -0.04040 -1.43259 -0.84100
C 0.79207 -1.38033 -1.86861
H -3.36674 -1.53570 0.12741
H -2.04536 -1.70817 1.11920
H -2.21813 -0.15385 0.16754
H -1.86773 -1.23408 -1.91793
H -1.55357 -2.80986 -1.21099
H 0.36078 -1.38954 0.16917
H 1.81194 -1.02836 -1.96626
H 0.43175 -1.30684 -2.89341
H 2.50357 2.52618 3.63911
H 3.98405 2.15641 3.95844
O 3.23838 2.69106 4.23825
H -2.64140 2.67018 -4.76451
H -2.08010 1.29942 -4.70366
O -2.12218 2.05759 -5.30678
H 0.95781 -0.34639 4.69254
H 0.64809 0.81200 5.79845
O 0.64223 0.53992 4.88105
H 2.78211 0.46931 -1.10643
H 1.33846 0.95598 -0.75918
O 2.27927 1.11576 -0.60448

Forces on the atoms, in the same order (eV/Å):
-0.3 -0.9 0.0
0.6 -0.1 0.3
0.4 -0.5 -0.1
0.0 1.3 -1.5
-0.3 0.4 -0.5
0.6 0.4 0.0
-0.2 0.1 0.5
0.0 0.0 -0.2
-0.5 0.0 0.3
-0.2 0.1 0.0
0.3 -0.6 1.1
-0.6 -0.5 0.1
0.1 -0.3 -0.1
-0.2 -0.1 -0.3
0.1 0.4 0.4
0.1 0.1 -0.2
0.2 -0.3 0.0
-0.3 0.2 0.2
0.1 0.0 0.7
0.4 -0.7 0.2
-0.5 0.7 -1.0
-0.3 -0.1 -0.1
0.2 -0.2 -0.2
0.2 0.5 0.4

Atom charges from the natural (NBO) analysis, given in e for atoms 1 to 4: -0.70 -0.56 -0.25 -0.53

Record 2
Below is a cluster of 5 separate species, C4H16O4 in total in a non-equilibrium geometry, with properties calculated with wB97M-V/def2-TZVPD.

Calculated values
multiplicity = 1
ΔE to the lowest compared entry with this formula, charge and spin = 1.344 eV
LUMO = 0.017 Ha
HOMO level = -9.91 eV
total charge = 0
orbital gap = 0.3812 hartree

Geometry (Å):
C 1.75259 -0.34812 -2.11143
C 0.40031 0.06401 -2.67421
C -0.67435 0.01160 -1.61215
C -1.92780 -0.31117 -1.87702
H 2.53727 -0.24485 -2.86774
H 2.04834 0.21222 -1.22241
H 1.82205 -1.38200 -1.74851
H 0.13199 -0.58367 -3.50950
H 0.49402 1.08038 -3.06937
H -0.34704 0.32551 -0.64085
H -2.73797 -0.26986 -1.17158
H -2.32065 -0.38589 -2.88916
H 0.65768 2.81374 5.08171
H 1.86370 2.08282 4.44761
O 1.40675 2.92997 4.48458
H -1.10676 -4.20364 -0.93121
H -1.09935 -3.97347 -2.51770
O -1.45727 -4.46992 -1.78281
H 2.72651 1.63073 1.27349
H 1.33047 1.59670 1.96346
O 2.24622 1.29490 2.03924
H -2.30488 0.49041 2.85160
H -2.19070 -0.02513 1.41749
O -2.02840 0.75511 1.96889

Forces on the atoms, in the same order (eV/Å):
0.7 -0.5 0.1
0.1 -0.1 0.5
0.1 0.0 -1.1
-0.7 0.7 -0.3
0.0 0.1 0.1
-0.1 0.4 -0.2
-0.4 0.0 -0.3
-0.1 0.1 0.0
-0.1 0.0 0.0
0.0 -0.1 0.6
0.0 -0.1 0.6
0.5 -0.5 -0.1
0.2 -0.1 -0.1
0.0 0.0 -0.1
-0.2 0.1 0.1
0.3 0.4 -0.4
0.4 0.4 0.4
-0.7 -0.8 0.0
-0.2 0.0 0.1
0.3 0.1 -0.1
-0.1 -0.2 0.0
0.0 0.0 0.0
0.1 0.3 0.2
0.0 -0.3 -0.2

Atom charges from the natural (NBO) analysis, given in e for atoms 1 to 4: -0.60 -0.44 -0.17 -0.40

Record 3
Below is a cluster of 5 separate species, C4H16O4 in total in a non-equilibrium geometry, with properties calculated with wB97M-V/def2-TZVPD.

Calculated values
multiplicity = 1
ΔE to the lowest compared entry with this formula, charge and spin = 1.015 eV
LUMO = 0.011 Ha
HOMO level = -9.41 eV
total charge = 0
orbital gap = 0.3571 hartree

Geometry (Å):
C -0.90792 0.01441 -2.02454
C -1.83298 -0.52061 -1.24652
C -1.72118 -1.95205 -0.80804
C -0.88845 1.42839 -2.55176
H -0.09147 -0.58623 -2.40385
H -2.62940 0.04252 -0.77991
H -2.51097 -2.58402 -1.24301
H -0.77988 -2.40386 -1.08706
H -1.94071 -2.07528 0.25653
H 0.12546 1.75195 -2.76709
H -1.36608 2.09853 -1.83804
H -1.40775 1.48065 -3.51265
H -0.78467 0.48186 3.64310
H -0.67147 0.17153 2.07960
O -0.57718 0.83883 2.77828
H 1.81722 -0.44941 -1.83882
H 2.50468 0.74631 -1.01162
O 2.62645 0.00416 -1.60543
H 1.13830 -0.90671 1.85183
H 0.48153 -2.00888 2.65990
O 0.45570 -1.59231 1.79358
H 1.02266 1.45968 2.42191
H 2.06788 1.71734 1.29293
O 1.97493 1.61297 2.24104

Forces on the atoms, in the same order (eV/Å):
-0.1 1.0 -0.5
0.8 -0.9 0.6
-1.2 -0.4 0.1
-0.2 -0.4 0.1
-0.1 -0.5 0.0
-0.2 0.3 -0.3
0.1 0.3 -0.3
0.3 0.0 0.2
0.6 0.2 0.1
0.2 0.1 0.2
0.0 0.2 -0.2
-0.1 0.1 0.1
-0.1 -0.4 -0.2
-0.1 -0.3 0.7
-0.1 0.7 -0.4
-0.4 0.4 0.4
-0.6 -0.2 -0.1
1.1 -0.2 -0.3
0.1 -0.1 0.0
0.0 -0.1 0.0
0.1 0.2 -0.1
0.3 0.2 -0.1
-0.1 0.1 -0.1
-0.1 -0.3 0.1

Atom charges from the natural (NBO) analysis, given in e for atoms 1 to 4: -0.19 -0.19 -0.64 -0.65

Record 4
Below is a cluster of 5 separate species, C4H16O6 in total in a non-equilibrium geometry, with properties calculated with wB97M-V/def2-TZVPD.

Calculated values
multiplicity = 2
ΔE to the lowest compared entry with this formula, charge and spin = 0.000 eV
LUMO (spin up / spin down) = -0.225 / -0.375 Ha
HOMO level (spin up / spin down) = -13.69 / -13.69 eV
total charge = +1
orbital gap (spin up / spin down) = 0.2779 / 0.1277 hartree

Geometry (Å):
C -0.05520 -0.88799 -0.42444
O 0.19207 -0.83099 -1.81273
C -0.62328 0.41424 0.10816
C -1.08430 0.38641 1.58236
C -1.58651 1.84679 1.89724
O -1.79328 2.75601 1.17562
H 0.98264 -1.15047 -0.11037
H -0.81101 -1.62322 -0.15282
H 0.24752 0.05158 -2.23140
H -1.54588 0.66980 -0.46248
H 0.07137 1.24703 -0.04691
H -1.90781 -0.30366 1.69361
H -0.21588 0.37816 2.25420
H -2.00039 1.94546 2.94160
H 0.10011 -3.22158 -1.96839
H -0.65532 -4.52530 -1.76463
O 0.22259 -4.17955 -1.95397
H 1.98521 -0.26391 1.96882
H 1.90316 -1.66787 1.40772
O 2.53413 -1.01782 1.70128
H 3.98184 -0.18923 -1.06361
H 2.87352 0.16956 0.01929
O 3.56561 0.51727 -0.54028
H -1.40864 3.44286 -1.46577
H -2.82347 3.19552 -1.08765
O -2.14880 2.84091 -1.66444

Forces on the atoms, in the same order (eV/Å):
1.3 0.4 -0.3
-1.0 0.0 -1.0
-0.7 1.0 0.0
1.7 1.6 -1.8
-1.6 -0.8 0.3
0.5 0.1 0.0
-1.2 0.2 1.0
0.3 -0.7 -0.5
-0.1 -0.6 0.7
0.7 -0.3 -0.1
0.0 -0.1 0.0
-0.1 -0.2 0.9
-0.5 -0.8 0.4
0.4 0.1 0.0
0.1 -0.1 -0.3
0.0 -0.1 -0.1
-0.1 0.3 0.3
0.4 -0.3 0.2
-0.2 -0.7 0.0
-0.2 0.8 0.2
-0.5 0.2 0.6
0.3 -0.8 0.1
0.4 0.6 -0.8
-0.1 -0.2 -0.5
-0.7 0.1 0.0
0.9 0.2 0.6

Atom charges from the natural (NBO) analysis, given in e for atoms 1 to 4: -0.07 -0.71 -0.45 -0.41

Record 5
Below is a cluster of 2 separate species, C4H16Si3 in total in a non-equilibrium geometry, with properties calculated with wB97M-V/def2-TZVPD.

Calculated values
multiplicity = 1
ΔE to the lowest compared entry with this formula, charge and spin = 3.783 eV
LUMO (spin up / spin down) = -0.040 / -0.043 Ha
HOMO level (spin up / spin down) = -7.90 / -7.90 eV
total charge = 0
orbital gap (spin up / spin down) = 0.2508 / 0.2475 hartree

Geometry (Å):
C -1.22377 2.45700 0.43419
C 0.46084 -1.37931 1.18815
C 0.38586 -0.92425 -1.81669
C 3.14584 -0.18762 -0.34881
Si -3.50944 -0.69290 -0.59218
Si 0.77400 2.07405 0.24098
Si 1.22559 -0.15187 -0.23238
H -1.54550 2.21611 1.44431
H -1.43190 3.48551 0.00358
H -1.62538 1.68910 -0.18886
H -0.63714 -1.28426 1.00591
H 0.72038 -2.37758 1.08526
H 0.70786 -1.11075 2.23677
H 0.69210 -0.39316 -2.80178
H 0.67620 -2.01695 -1.98964
H -0.63296 -0.75632 -1.60667
H 3.77354 -0.20335 0.55022
H 3.34592 -0.87691 -1.09610
H 3.44817 0.79501 -0.82296
H -3.32400 -2.09070 -0.40387
H -3.92184 0.32153 0.44137
H -4.40780 -0.40594 -1.78320
H 1.23697 2.56526 -1.12508

Forces on the atoms, in the same order (eV/Å):
2.4 0.9 -0.5
-0.4 3.2 -0.5
3.1 0.4 -1.3
-0.8 3.0 0.4
-0.6 2.0 -1.1
-1.8 0.1 -0.7
0.2 -2.1 1.4
-0.1 0.6 0.1
-0.1 -1.3 1.0
-0.5 -0.4 -0.7
0.6 -0.1 0.4
0.6 -2.0 -0.6
-0.3 0.2 -0.7
-0.7 -0.6 1.7
-0.6 1.4 0.6
-1.5 -0.2 -0.2
-0.4 -0.6 -0.2
1.0 -1.8 -1.1
-0.4 -0.8 0.3
-0.1 -1.0 0.6
0.2 -0.8 0.1
0.4 -0.3 0.5
-0.2 0.3 0.5

Atom charges from the natural (NBO) analysis, given in e for atoms 1 to 4: -1.03 -1.04 -1.07 -1.09